The following is a DFT calculation (ωB97M-V/def2-TZVPD) of a 2-piece molecular cluster, C5H13O3 overall in a non-equilibrium geometry.

## Properties
2S+1: 2
Expectation value of S²: 0.76
Charge: 0
E_HOMO (alpha / beta) (eV): -10.238 / -10.198
ΔE to the lowest compared entry with this formula, charge and spin (kcal/mol): 27.4

CARTESIAN COORDINATES (ANGSTROEM)
C  -0.77850  1.60837  -0.32034
O  -1.73023  0.74615  -0.13261
C  0.55041  1.34028  0.53564
C  1.35308  0.11203  0.10362
C  0.83609  -1.36615  0.02179
C  -0.11295  -1.46085  -1.15932
O  0.78857  -1.86906  -2.30783
H  -0.46395  1.59348  -1.38166
H  -1.03755  2.65816  -0.00804
H  1.24784  2.16971  0.55572
H  0.11023  1.16517  1.54173
H  1.94211  -0.04255  1.04657
H  1.91931  0.45765  -0.77804
H  1.64698  -2.09747  -0.01965
H  0.36488  -1.60184  1.06187
H  -0.80286  -2.28224  -1.18545
H  -0.55833  -0.57699  -1.65217
H  1.39985  -1.10873  -2.22308
H  -2.49922  0.34421  1.42137
H  -1.65856  0.28848  2.56832
O  -2.51718  -0.07780  2.31156

Atomic forces in eV per Å
2.08 2.22 -1.30
-1.16 -0.87 0.71
-2.02 -1.95 0.69
1.11 -0.79 1.79
-2.38 1.78 1.85
1.44 -1.58 -2.90
0.15 1.26 1.08
0.14 0.33 0.07
-0.14 -0.63 -0.08
-0.42 0.41 -0.17
0.65 0.29 -0.29
0.84 0.74 -1.19
0.30 -0.64 0.39
-0.03 0.32 -0.55
0.26 0.50 -1.80
-0.64 -0.14 0.63
-0.15 -0.17 1.54
0.07 -0.89 -0.87
-0.68 -0.63 0.33
-0.15 -0.40 0.76
0.73 0.86 -0.70

=====

The following is a DFT calculation (ωB97M-V/def2-TZVPD) of a 2-piece molecular cluster, C4H6O2 overall.

## Properties
Charge: 0
E_HOMO (eV): -9.223
ΔE to the lowest compared entry with this formula, charge and spin (kcal/mol): 120.3

CARTESIAN COORDINATES (ANGSTROEM)
O  -2.02618  -0.91931  1.17607
C  -1.24340  -0.17596  0.64272
C  -0.28245  -0.60453  -0.43589
C  0.24818  0.47549  -1.37691
O  1.57958  0.21083  -0.87049
C  1.22565  -0.74464  -0.02455
H  -1.18442  0.89832  0.92648
H  -0.64138  -1.52992  -0.89503
H  0.19835  0.27496  -2.44872
H  -0.04504  1.50818  -1.16404
H  0.89718  0.57124  2.41581
H  1.27393  0.03535  2.05454

Atomic forces in eV per Å
0.30 0.28 -0.21
-0.13 -0.19 0.13
-0.10 -0.09 0.02
-0.14 0.16 -0.15
0.13 -0.15 0.13
-0.10 0.07 -0.22
-0.02 -0.15 -0.01
0.05 0.11 0.04
-0.02 0.02 0.14
0.03 -0.15 -0.03
0.02 0.01 0.05
-0.02 0.08 0.12

=====

The following is a DFT calculation (ωB97M-V/def2-TZVPD) of a 4-piece molecular cluster, C23H48BO16P3 overall.

## Properties
Charge: 0
E_HOMO (eV): -9.939

CARTESIAN COORDINATES (ANGSTROEM)
C  1.09323  -4.68639  -2.75373
C  0.84029  -3.82532  -3.99175
C  0.73921  -2.29883  -3.76319
C  1.32795  -1.75862  -2.45914
C  0.30741  -1.62821  -1.31807
C  0.99503  -1.54649  0.04430
C  0.17086  -0.82315  1.11047
C  -0.03119  0.67947  0.79441
C  0.60689  1.58798  1.79674
C  -0.09881  2.32400  2.66420
C  0.53195  3.21778  3.63537
O  -0.08585  3.73374  4.54274
C  1.97145  3.50069  3.43844
C  2.73400  2.79029  2.59615
B  4.25873  3.16993  2.43647
O  5.17684  2.30747  1.90942
O  4.71669  4.38911  2.88903
C  2.09345  1.66580  1.83804
O  2.78184  0.85531  1.26059
H  2.02727  -4.44244  -2.25218
H  1.17300  -5.73049  -3.06190
H  0.26268  -4.62514  -2.05096
H  -0.09511  -4.16751  -4.43583
H  1.60874  -4.03952  -4.73487
H  1.26374  -1.81242  -4.58589
H  -0.30026  -1.98646  -3.87308
H  1.70773  -0.75261  -2.65543
H  2.18376  -2.33712  -2.11233
H  -0.26652  -0.71846  -1.51386
H  -0.40199  -2.45817  -1.35228
H  1.25014  -2.55605  0.37074
H  1.93055  -0.99982  -0.08596
H  0.60019  -0.96679  2.10096
H  -0.81666  -1.29088  1.10931
H  -1.09425  0.91614  0.76505
H  0.35964  0.92899  -0.19459
H  -1.18045  2.27244  2.66953
H  2.37924  4.32385  4.01333
H  6.03330  2.47257  2.32545
H  4.09555  5.10805  2.74295
C  -3.34273  -3.71805  -5.88467
O  -2.74345  -4.04413  -7.14864
P  -1.66114  -3.03579  -7.70967
O  -0.62210  -2.60640  -6.78081
O  -2.48723  -1.80418  -8.28704
C  -3.66494  -2.04279  -9.06646
O  -1.18538  -3.85361  -8.97674
C  -0.00612  -3.37814  -9.64487
H  -4.37356  -4.06206  -5.91477
H  -2.80682  -4.23048  -5.08835
H  -3.32539  -2.64378  -5.69776
H  -4.54399  -1.96854  -8.42695
H  -3.64269  -3.02335  -9.54077
H  -3.71284  -1.27448  -9.83416
H  -0.04062  -2.29657  -9.77919
H  0.02374  -3.86169  -10.61696
H  0.87835  -3.64660  -9.07094
C  -1.46122  6.73445  3.63025
O  -2.52780  6.14145  2.87047
P  -3.90568  6.91443  2.83564
O  -3.86090  8.33952  2.52756
O  -4.58408  6.62920  4.24571
C  -4.54318  5.30540  4.79467
O  -4.67758  5.99528  1.80247
C  -5.92534  6.49823  1.30227
H  -0.88724  5.92454  4.07115
H  -0.82920  7.32038  2.96538
H  -1.84142  7.37796  4.42423
H  -3.71099  5.22771  5.49320
H  -4.43364  4.55044  4.01707
H  -5.47770  5.14081  5.32547
H  -6.53761  6.90208  2.10924
H  -6.44286  5.66160  0.84149
H  -5.74247  7.27337  0.56090
C  1.75759  -4.21761  6.63194
O  2.64151  -3.12992  6.31967
P  2.48673  -2.46335  4.89295
O  1.13377  -2.10619  4.47553
O  3.17154  -3.47289  3.87300
C  4.42740  -4.07587  4.20492
O  3.50765  -1.26828  5.06029
C  3.45567  -0.27094  4.02559
H  2.30781  -4.91408  7.25979
H  0.89434  -3.83689  7.17312
H  1.42062  -4.73192  5.73139
H  4.25404  -5.06519  4.62749
H  4.98969  -3.47067  4.91524
H  4.99883  -4.17211  3.28513
H  3.41300  -0.73090  3.04016
H  4.35670  0.33159  4.09870
H  2.57864  0.35630  4.17801

Atomic forces in eV per Å
-0.05 -0.19 -0.33
-0.20 -0.05 0.24
0.42 -0.13 -0.23
-0.40 0.27 0.08
0.26 -0.03 -0.15
0.05 0.31 -0.11
-0.20 -0.27 -0.53
0.02 -0.03 0.18
-0.28 0.22 0.11
-0.16 -0.35 -0.34
0.03 -0.03 0.01
-0.11 0.17 0.13
0.35 -0.05 -0.19
-0.25 0.34 -0.17
0.23 0.00 -0.12
-0.19 -0.31 0.91
-0.01 0.01 -0.32
0.37 0.17 -0.03
-0.11 -0.06 -0.18
-0.04 0.08 0.13
-0.03 -0.05 0.04
0.08 0.08 0.17
0.02 0.02 -0.16
0.08 0.04 0.01
-0.10 -0.02 -0.12
-0.05 0.08 0.16
0.14 0.00 0.07
0.05 -0.12 -0.11
-0.16 -0.02 0.06
-0.04 -0.04 0.09
0.03 -0.02 0.11
0.10 -0.06 0.07
0.00 0.01 0.06
-0.04 -0.01 0.28
-0.03 0.04 0.03
0.13 -0.11 -0.02
-0.04 0.04 0.14
-0.05 -0.04 0.17
0.16 0.19 -0.53
-0.04 0.00 0.36
-0.04 -0.02 0.07
-0.07 -0.03 -0.10
0.02 -0.05 0.05
0.05 0.17 0.00
0.05 0.02 0.09
-0.04 0.02 -0.07
-0.09 -0.08 -0.03
0.08 -0.01 -0.05
0.01 -0.03 -0.03
0.03 0.03 0.00
0.02 0.00 -0.01
0.01 -0.02 0.01
0.03 -0.01 0.00
0.03 0.03 0.02
-0.01 0.00 0.01
-0.05 -0.03 0.01
-0.01 0.03 0.04
0.14 0.00 0.06
0.00 -0.11 -0.02
0.08 0.00 -0.05
-0.10 0.08 0.09
0.01 0.09 -0.01
-0.03 -0.06 0.05
0.03 -0.10 0.00
-0.06 0.00 -0.06
-0.04 -0.04 -0.01
-0.06 0.05 -0.01
-0.04 0.02 -0.03
0.02 0.00 -0.03
0.00 0.02 -0.02
-0.01 0.05 0.00
0.01 0.00 0.01
0.04 -0.03 0.01
0.01 0.03 0.04
-0.03 -0.05 0.05
0.10 -0.02 0.01
-0.05 0.04 0.07
-0.03 -0.04 -0.15
-0.12 -0.01 0.00
0.08 -0.02 -0.03
0.10 -0.03 0.11
0.01 0.02 -0.02
0.03 0.03 0.01
-0.02 0.02 -0.03
0.00 0.02 -0.01
-0.01 0.01 0.02
-0.01 0.03 0.00
-0.04 0.00 -0.03
0.00 0.01 -0.03
0.03 -0.06 0.07
-0.04 -0.03 -0.02

=====

The following is a DFT calculation (ωB97M-V/def2-TZVPD) of a 3-piece molecular cluster, C5H16NO2 overall in a non-equilibrium geometry.

## Properties
Charge: +1
E_HOMO (eV): -13.869
ΔE to the lowest compared entry with this formula, charge and spin (kcal/mol): 19.8

CARTESIAN COORDINATES (ANGSTROEM)
C  1.60853  2.45765  2.42823
C  0.98333  2.37115  1.03707
C  -0.41141  1.71484  1.08375
C  -0.32203  0.25594  0.72654
C  -0.51947  -0.11961  -0.50722
N  -0.27403  -1.52532  -0.95043
H  1.82180  1.45476  2.81906
H  2.54910  3.00218  2.51237
H  0.91715  2.89969  3.15386
H  0.88184  3.35535  0.56199
H  1.68548  1.78604  0.44333
H  -0.75902  1.74889  2.11854
H  -1.24407  2.23062  0.60371
H  0.01655  -0.37014  1.54308
H  -0.95135  0.50800  -1.27604
H  0.52850  -1.94303  -0.47729
H  -1.08291  -2.08748  -0.61565
H  -0.16127  -1.52985  -1.97540
H  -2.63994  -3.68153  -0.32900
H  -1.49211  -4.75968  -0.23367
O  -1.68950  -3.81459  -0.27165
H  0.04589  -2.04087  -4.47279
H  0.37831  -0.53030  -4.14463
O  0.13063  -1.38270  -3.77775

Atomic forces in eV per Å
-0.26 -0.16 0.75
0.17 0.49 0.08
-0.53 -0.45 1.17
0.16 1.25 0.46
0.01 -0.94 -0.61
-0.94 0.69 1.02
-0.06 0.02 -0.14
-0.07 0.10 -0.41
0.06 0.11 -0.17
0.19 -0.17 0.20
-0.23 0.02 -0.42
0.16 0.01 0.20
0.48 0.05 -0.77
0.19 -0.41 -0.29
0.23 -0.03 -0.03
0.10 0.19 -0.25
0.59 -0.30 -0.78
0.04 -0.47 -0.20
-0.13 -0.53 0.08
-0.32 0.20 0.00
0.18 0.29 -0.02
0.08 0.23 -0.22
0.03 -0.14 -0.40
-0.13 -0.03 0.77

=====

Number 1: total energy -423.8771 hartree. Number 2: total energy -306.3145 hartree. Number 3: total energy -3158.2945 hartree. Number 4: total energy -405.0886 hartree.